1.
The ion C16H18F3N2 with charge +1, computed with ωB97M-V/def2-TZVPD.

The geometry in XYZ format:
```
39
Properties=species:S:1:pos:R:3:forces:R:3
C -0.011 -1.253 -2.467 0.0 -0.3 -0.5
N 0.890 -0.334 -1.790 0.3 -0.3 0.6
C 1.917 0.270 -2.576 0.3 0.1 -0.4
N 0.479 0.418 -0.607 -0.6 -0.9 -2.0
C 0.250 1.849 -0.957 0.1 0.7 -1.2
C 1.501 0.138 0.526 1.2 -0.1 1.3
C 1.854 -1.358 0.658 -0.1 0.3 -0.1
C 3.115 -1.924 0.381 0.3 -0.1 -0.5
C 3.263 -3.326 0.322 -0.4 -0.1 0.2
C 2.188 -4.182 0.628 -0.2 0.7 0.0
C 0.984 -3.584 0.985 -0.8 -0.4 -0.1
F -0.136 -4.370 1.192 1.4 0.9 0.0
C 0.817 -2.199 1.028 -0.7 -0.6 -0.3
C 1.062 0.851 1.822 0.6 0.2 -0.4
C 0.287 0.270 2.808 -1.5 0.1 0.8
C -0.456 1.128 3.660 -0.3 -1.3 0.3
F -1.435 0.564 4.462 1.5 0.7 -1.0
C -0.294 2.495 3.688 0.3 0.0 -0.3
C 0.700 3.000 2.855 0.4 0.9 -0.3
F 0.926 4.365 2.861 -0.1 -1.8 0.1
C 1.418 2.200 1.956 -0.6 1.0 0.2
H 0.653 -2.052 -2.880 -0.6 0.4 0.4
H -0.724 -1.716 -1.778 0.2 0.0 0.0
H -0.571 -0.844 -3.340 0.3 0.1 0.6
H 2.388 -0.561 -3.133 0.0 0.6 0.2
H 1.560 1.044 -3.289 0.2 -0.3 0.2
H 2.636 0.712 -1.887 0.3 0.0 -0.4
H -0.482 0.059 -0.539 0.4 -0.3 1.3
H -0.247 1.851 -1.960 0.4 0.0 0.9
H -0.398 2.359 -0.255 0.1 -0.1 0.3
H 1.211 2.375 -1.067 -0.4 -0.2 0.2
H 2.392 0.690 0.179 -0.4 -0.3 0.0
H 4.005 -1.316 0.135 -0.8 -0.2 0.1
H 4.200 -3.796 -0.020 -0.5 0.5 0.4
H 2.245 -5.265 0.550 0.1 0.2 0.0
H -0.168 -1.778 1.259 0.3 -0.5 -0.2
H 0.184 -0.810 2.948 -0.2 0.6 -0.3
H -0.898 3.130 4.320 0.0 0.0 0.0
H 2.220 2.669 1.377 -0.5 -0.2 -0.1
```
Forces are in eV/Å.

Output
total charge: +1
energy relative to the best compared isomer or geometry (same formula, charge and spin): 53.04 kJ/mol
frontier orbital gap: 9.7 eV
highest occupied orbital energy: -12.575 eV

Mulliken population analysis, charges in e, atoms 1 to 5: C -1.01; N 0.07; C -0.97; N 0.03; C -0.93

***

2.
A structure of composition C16H18F5N6O7P2S2V, computed with ωB97M-V/def2-TZVPD.

The geometry in XYZ format:
```
57
Properties=species:S:1:pos:R:3:forces:R:3
V -0.020 0.929 -0.930 0.2 0.0 0.1
F -4.765 3.488 3.435 0.0 0.0 0.0
C -3.699 3.434 2.625 0.0 0.0 0.0
C -3.445 2.313 1.861 0.0 0.0 0.0
F -4.276 1.261 1.908 0.0 0.0 0.0
C -2.339 2.286 1.034 0.0 -0.1 -0.1
F -2.174 1.145 0.319 0.0 0.0 -0.1
C -1.442 3.337 0.883 0.1 0.1 0.1
S -0.076 3.319 -0.201 -0.1 -0.1 0.1
C -1.740 4.449 1.679 0.0 0.0 0.0
F -0.949 5.529 1.634 0.0 0.0 0.0
C -2.829 4.506 2.527 0.0 0.0 0.0
F -3.056 5.605 3.261 0.0 0.0 0.0
N 3.667 -1.288 -2.762 0.0 0.0 0.0
C 3.241 -0.769 -1.394 0.0 0.0 0.0
C 4.380 -1.058 -0.426 0.0 0.0 0.0
P 3.083 1.056 -1.736 -0.1 0.1 0.0
O 3.321 1.746 -0.303 0.1 0.0 0.0
O 4.240 1.326 -2.637 0.0 0.0 -0.1
O 1.672 1.308 -2.172 0.1 0.0 0.2
P 1.753 -1.854 -1.048 -0.2 0.2 0.0
O 1.775 -2.082 0.532 0.2 -0.1 0.0
O 2.099 -3.116 -1.780 0.0 -0.1 0.0
O 0.506 -1.109 -1.412 0.1 -0.2 0.0
H 4.625 -0.996 -2.952 0.0 0.0 0.0
H 3.086 -0.865 -3.488 0.0 0.0 0.0
H 3.477 -2.309 -2.745 0.0 0.0 0.0
H 5.283 -0.520 -0.726 0.0 0.0 0.0
H 4.602 -2.129 -0.383 0.0 0.0 0.0
H 4.091 -0.723 0.569 0.0 0.0 0.0
H 4.175 2.198 -0.296 -0.1 -0.1 0.0
H 2.239 -2.890 0.784 -0.1 0.1 -0.1
S -1.716 1.048 -2.913 -0.1 -0.1 -0.2
C -2.367 -0.464 -2.428 0.0 0.0 0.1
N -1.807 -1.618 -2.795 0.1 0.0 -0.1
C -1.982 -2.868 -2.049 0.0 0.0 0.1
C -2.596 -2.578 -0.692 0.0 0.0 0.0
C -3.825 -1.708 -0.890 0.0 -0.1 0.0
N -3.446 -0.515 -1.640 0.0 0.0 0.0
H -0.905 -1.489 -3.223 0.0 0.1 0.0
H -0.993 -3.310 -1.938 0.0 0.0 0.0
H -2.609 -3.557 -2.622 0.0 0.0 0.0
H -1.875 -2.060 -0.054 0.0 0.0 0.0
H -2.870 -3.507 -0.195 0.0 0.0 0.0
H -4.231 -1.383 0.067 0.0 0.0 0.0
H -4.604 -2.260 -1.426 0.0 0.0 0.0
H -3.771 0.383 -1.325 0.0 0.0 0.0
N 1.831 1.153 2.321 0.0 0.0 0.1
C 0.857 0.232 2.104 -0.3 -0.2 0.1
O 0.226 0.222 1.018 0.3 0.2 -0.3
C 0.571 -0.741 3.098 0.0 0.0 0.1
C -0.362 -1.758 2.791 0.0 0.0 0.0
N -1.121 -2.587 2.520 0.0 0.0 0.0
C 1.258 -0.735 4.327 0.1 0.0 0.0
N 1.872 -0.673 5.307 0.0 0.0 0.0
H 1.816 1.954 1.706 0.0 0.0 -0.1
H 2.143 1.291 3.268 0.0 0.0 0.0
```
Forces are in eV/Å.

Output
total charge: -1
energy relative to the best compared isomer or geometry (same formula, charge and spin): 96.61 kJ/mol
frontier orbital gap (spin up / spin down): 6.5 / 7.2 eV
highest occupied orbital energy (spin up / spin down): -4.330 / -5.002 eV
multiplicity: 4

Mulliken population analysis, charges in e, atoms 1 to 5: V 0.56; F -0.33; C 0.47; C -0.34; F -0.32

***

3.
An isolated molecule of C16H18N2O5S, computed with ωB97M-V/def2-TZVPD.

The geometry in XYZ format:
```
42
Properties=species:S:1:pos:R:3:forces:R:3
C -2.001 4.476 -0.665 0.4 -0.1 0.1
C -0.547 4.749 -0.309 -0.2 0.4 -0.3
O 0.129 3.549 0.070 0.0 0.0 0.4
C 0.598 2.783 -0.910 0.3 -0.2 -0.2
O 0.568 3.063 -2.078 0.1 0.0 0.0
C 1.280 1.536 -0.361 0.2 0.2 -0.4
N 0.612 1.045 0.822 1.1 -0.1 0.7
C -0.748 0.821 0.696 -1.1 -0.3 0.2
C -1.546 0.457 1.785 -0.1 0.0 0.0
C -2.899 0.292 1.571 0.1 0.0 -0.2
C -3.424 0.496 0.299 0.0 0.0 0.0
C -2.551 0.866 -0.705 -0.3 -0.1 0.0
N -1.251 1.021 -0.518 0.5 -0.1 0.2
S 1.577 0.100 1.846 -0.1 -0.2 -0.3
O 2.907 0.611 1.724 0.0 -0.1 -0.3
O 0.984 0.047 3.145 -0.2 -0.2 -0.2
C 1.464 -1.494 1.056 0.2 0.7 0.4
C 0.436 -2.360 1.391 -0.1 -0.2 0.1
C 0.303 -3.548 0.707 0.1 -0.1 -0.2
C 1.195 -3.878 -0.322 0.0 0.2 0.2
O 0.974 -5.064 -0.930 -0.2 0.1 0.2
C 1.836 -5.471 -1.970 0.1 -0.1 -0.2
C 2.226 -2.996 -0.645 0.0 -0.2 -0.1
C 2.352 -1.803 0.046 0.1 0.1 0.0
H -2.504 5.412 -0.892 -0.1 0.1 0.0
H -2.506 3.990 0.166 -0.1 0.0 0.1
H -2.049 3.825 -1.534 -0.1 0.0 -0.1
H -0.026 5.195 -1.163 0.0 0.0 0.2
H -0.469 5.404 0.561 0.0 -0.1 -0.1
H 2.300 1.787 -0.061 -0.1 0.1 -0.2
H 1.300 0.790 -1.164 0.0 0.2 0.1
H -1.103 0.330 2.757 -0.1 0.0 0.1
H -3.546 0.015 2.391 0.0 0.0 0.1
H -4.478 0.380 0.102 -0.1 0.0 0.0
H -2.891 1.050 -1.716 -0.1 0.0 -0.1
H -0.234 -2.096 2.192 -0.1 -0.1 0.1
H -0.483 -4.247 0.944 -0.1 -0.1 0.0
H 2.866 -5.578 -1.617 0.0 0.0 0.0
H 1.464 -6.442 -2.293 0.1 0.1 0.0
H 1.806 -4.774 -2.812 0.0 0.0 0.0
H 2.931 -3.227 -1.427 0.1 0.0 -0.1
H 3.148 -1.112 -0.178 0.1 0.0 -0.1
```
Forces are in eV/Å.

Output
energy relative to the best compared isomer or geometry (same formula, charge and spin): 295.71 kJ/mol
frontier orbital gap: 9.4 eV
highest occupied orbital energy: -8.813 eV

Mulliken population analysis, charges in e, atoms 1 to 5: C -1.01; C -0.32; O -0.32; C 0.44; O -0.63

***

The lowest energy relative to the best compared isomer or geometry (same formula, charge and spin) belongs to which entry?
C16H18F3N2